1.
Below is a 8-piece molecular cluster, C25H48O24 overall in a non-equilibrium geometry, with properties calculated with ωB97M-V with the def2-TZVPD basis set.

```
97
Properties=species:S:1:pos:R:3:forces:R:3:mulliken_charge:R:1
H -2.13869 0.38510 5.19286 0.1 0.3 -0.2 0.45
C -1.09693 0.06239 5.17425 -0.2 -0.5 0.2 -0.75
C -3.04011 -1.27952 -1.76184 0.4 -1.3 -2.5 -0.69
O 0.59925 6.86961 -0.58223 0.7 0.3 0.8 -0.35
O -0.19787 1.15853 5.13070 0.0 0.0 0.1 -0.35
H -2.46278 -2.04886 -4.62890 -0.4 0.3 -0.2 -0.16
C 3.33004 0.04317 3.47868 0.7 1.2 -1.1 0.83
H 0.77266 3.68350 2.37676 -0.3 0.1 -0.1 0.08
H -1.03144 3.53578 -0.91385 0.0 0.2 0.1 -0.22
O -0.20513 1.45803 2.87308 -0.6 -0.6 -0.6 -0.44
H -0.97750 -0.67893 4.38729 0.3 0.3 -0.3 0.12
O -4.25703 -3.08479 4.13919 -0.4 0.5 2.0 -0.38
C 3.69104 1.48663 1.54540 0.3 -0.2 -0.2 -0.41
H 4.10640 -2.58668 -1.24408 0.3 -0.1 0.1 0.20
O 3.74004 1.19191 2.94058 0.2 0.3 0.4 -0.38
H 0.55784 -0.83784 -1.98409 0.5 -0.3 0.1 0.20
H 2.78257 1.12453 1.06705 -0.2 0.3 0.2 0.04
H 3.37591 -1.82589 5.43167 0.5 0.2 -0.3 0.32
H 3.72491 1.85654 -4.65272 0.0 0.2 0.2 0.29
H 3.14951 -0.51371 6.63004 0.4 -0.1 -0.1 0.28
H 5.60037 -1.85454 -1.97176 0.0 -0.5 -0.2 0.36
C 0.60670 4.04829 3.38221 1.2 0.4 0.0 -0.47
H 2.03470 -3.78907 -2.98837 -0.2 0.3 0.0 0.12
O 1.53689 -2.46497 -0.48392 0.1 0.0 0.9 -0.06
O 4.44872 0.25192 -3.50877 -0.1 -0.2 -0.9 -0.37
C -2.11989 -2.36489 -5.61376 0.5 -0.5 1.2 -0.13
H -2.57518 3.17535 -2.66793 -0.2 -0.1 -0.3 0.35
C -0.08666 5.77522 -0.79957 -0.4 -0.4 -0.9 0.78
O -4.00347 2.05114 -1.65232 -0.1 -0.3 0.4 -0.37
H 1.46622 4.64932 3.68094 0.2 -0.2 -0.1 0.29
H 1.30048 -0.95848 0.99136 0.7 0.0 -0.3 -0.45
C 0.83275 -1.35332 0.09286 -1.4 0.3 -0.4 1.77
C 2.96633 -0.83136 5.60408 -0.8 -0.6 1.3 -0.55
H 3.82414 2.56533 1.54668 -0.5 0.0 -0.4 0.30
H 4.52486 1.08189 0.96565 0.0 -0.3 0.4 0.33
H -2.50784 -3.36837 -5.77829 -0.1 0.0 -0.3 0.31
H -0.90870 -0.43477 6.12379 0.1 0.1 0.0 0.38
H -5.75640 -5.86779 2.56644 0.0 -0.2 -0.5 0.31
C 2.09381 -3.87276 -4.07254 -0.1 -1.7 0.4 -0.60
O 4.06986 -0.62174 -1.53673 -1.0 -0.6 0.5 -0.12
H 5.28606 2.10329 -3.72949 -0.3 0.3 -0.2 0.32
O 3.64518 1.49900 -1.83468 -0.8 1.4 0.4 -0.54
O -5.96993 -3.95345 3.17486 -1.5 -0.2 0.8 -0.36
H -3.54859 -1.63089 -2.67119 -0.2 0.4 0.1 0.38
H -7.42987 -5.31560 2.56766 0.0 0.4 0.4 0.23
H -0.50485 -2.00264 1.63868 -0.8 0.2 0.1 0.23
H -4.28467 3.75790 -2.82700 0.0 -0.3 -0.2 0.35
C -6.40995 -5.02943 2.33149 0.3 0.0 -0.1 -0.63
H -2.61167 -2.16002 3.36735 0.1 -0.2 -0.3 0.11
H -2.00000 -1.24894 -2.10010 0.1 0.4 0.4 0.09
H -2.67076 -2.14765 5.06087 -0.4 -0.5 0.5 0.30
O -3.54836 -0.04007 -1.34318 -0.5 -0.5 1.4 -0.25
H 5.24429 1.05109 -5.15472 -0.1 0.1 -0.1 0.24
H 1.87667 -4.91809 -4.31787 -0.3 0.1 0.1 0.33
H -3.14672 -2.13355 -1.10512 -0.3 0.6 1.0 0.35
C 0.75989 -3.56906 -0.43538 -0.4 0.5 -0.3 0.32
H -0.21305 4.75785 3.48647 -0.6 -0.6 -0.1 0.29
H 1.87950 -0.98041 5.60297 0.0 0.5 -0.7 0.12
H -0.63057 3.16789 0.76139 0.2 -0.2 0.0 0.30
O -0.68554 -3.92323 -3.88295 0.3 -0.4 -0.2 -0.58
O -0.90449 5.64351 -1.66649 -0.7 0.0 -0.6 -0.57
H 4.12156 -2.24257 -2.94864 0.1 0.5 -0.2 0.15
C -2.88234 -2.79211 4.21492 0.7 0.9 -1.2 -0.45
O -4.05357 -3.83419 2.06703 1.1 -0.4 -1.3 -0.53
C -0.51141 -1.95446 0.55712 1.0 -1.1 -1.1 0.10
H 0.46814 8.85575 -0.66878 0.3 0.0 -0.1 0.26
C -3.43750 0.97175 -2.17916 0.5 0.3 -0.8 0.87
O 1.20381 -3.02413 -4.77173 0.7 0.4 -0.6 -0.29
C 3.97505 0.45219 -2.28802 1.4 -0.6 -0.2 0.84
H -1.32957 -1.52746 -0.00486 -0.4 0.5 0.9 -0.41
H -2.34161 -1.66221 -6.40236 -0.2 0.0 0.0 0.21
H 0.97963 8.11619 -2.19721 -0.2 -0.2 -0.2 0.27
O -0.45754 -3.30916 0.05305 0.0 0.2 0.6 -0.30
O 0.27548 4.82912 0.04545 0.9 0.0 0.6 -0.20
H -3.37944 3.95168 -1.33832 -0.2 -0.1 0.1 0.25
H 0.51233 2.83257 -0.59681 0.5 0.3 0.3 0.25
O 2.96480 -0.91192 2.86199 -0.6 -0.8 0.1 -0.57
C 4.51387 -1.90944 -1.99069 0.0 0.1 0.4 -0.60
H -0.33458 0.17461 -1.02909 0.2 0.4 0.8 0.14
C 4.66471 1.42994 -4.31698 0.4 -0.7 0.3 -0.73
O 3.46344 0.20490 4.78811 -0.4 -0.4 0.2 -0.33
H -0.75540 8.08719 -1.60529 0.1 -0.4 -0.4 0.34
C 0.01030 1.82516 3.98957 0.3 0.2 0.2 0.82
H -2.26840 -3.68733 4.17165 0.0 -0.1 0.2 0.32
C -4.70122 -3.64184 3.04525 0.0 -0.1 -0.6 0.83
O 0.58394 2.97100 4.31329 -0.3 0.6 0.9 -0.37
C 0.63170 -0.33594 -1.01159 0.1 0.2 -0.7 -0.63
C -0.10226 -3.22856 -4.67550 -0.9 0.7 0.8 0.89
C -0.22468 3.51988 -0.18257 -1.0 -0.5 -0.3 -0.19
O 1.08424 -4.62472 -0.84949 0.6 -1.0 -0.3 -0.62
H 1.48230 0.34421 -1.03882 -0.2 0.3 -0.2 -0.33
O -0.69486 -2.39214 -5.52551 0.7 0.1 -1.0 -0.36
C -3.54331 3.28640 -2.18685 0.3 0.9 0.4 -0.74
H -6.37258 -4.71868 1.29092 0.2 -0.2 -0.1 0.26
O -2.87595 0.93876 -3.24342 0.1 -0.2 -0.1 -0.60
H 3.12686 -3.76260 -4.39415 -0.2 0.8 -0.3 0.28
C 0.30116 8.02478 -1.35592 -0.3 0.7 0.8 -0.70
```
Positions in Å, forces in eV/Å.

The value obtained for the orbital gap is 11.031 eV. As for the calculated total energy: -2787.146712 hartree. Its lowest unoccupied orbital energy is 0.523 eV. The maximum force is 0.0548 Eh/bohr. The calculation puts the energy above the lowest of the compared OMol25 structures with the same formula, charge and spin at 0.0 kcal/mol.

2.
Below is C25H49BINNaO2S2 as an isolated structure in a non-equilibrium geometry, with properties calculated with ωB97M-V with the def2-TZVPD basis set.

```
82
Properties=species:S:1:pos:R:3:forces:R:3:mulliken_charge:R:1
H -0.54783 3.11888 -1.53194 0.1 -0.2 0.2 0.33
H -0.17806 3.70730 1.20165 -0.2 0.4 -0.1 -0.23
H 0.88284 5.62660 2.18847 -0.1 0.1 0.0 0.38
C 3.91804 -0.38334 -0.49502 0.1 -0.1 0.2 -0.82
H 4.49411 -1.26030 1.39321 0.0 0.0 -0.2 0.41
H -1.89632 -2.14481 -3.79087 0.2 0.2 -0.1 0.41
H -2.82108 1.11191 -1.63166 0.0 0.1 -0.1 0.35
H -0.62547 -4.74796 -4.04759 0.1 0.1 0.0 0.39
C 0.10221 2.23255 3.22173 0.0 0.1 -0.1 -1.54
H 0.70460 1.58941 -2.37942 0.1 -0.2 0.0 0.54
H -2.25343 -2.29738 5.24502 -0.1 0.0 -0.1 0.39
C -2.35619 -2.25157 1.07722 0.1 0.0 0.0 -0.37
C -1.89442 1.52552 -2.05261 -0.2 -0.4 0.4 -1.57
H -0.81239 -0.25072 -1.47292 0.0 -0.1 -0.1 -0.52
H 3.46293 1.40611 1.30026 0.1 -0.1 0.1 0.55
I 0.85491 -2.84933 -0.28770 0.0 -0.2 -0.1 -0.20
H 0.43070 -3.69502 -3.14070 -0.1 0.2 0.0 -0.60
C 2.70212 0.35988 -2.62589 0.6 0.0 1.2 -1.85
H -3.34255 -2.23243 1.54835 0.0 0.1 0.0 0.54
H -3.10331 -4.01053 0.01976 0.0 0.1 0.1 0.33
C -2.36649 3.43350 -0.46113 -0.1 0.0 0.2 -0.93
H 0.29299 3.28312 3.45784 0.0 -0.1 0.0 0.32
C 0.33183 0.76519 -2.99213 -0.2 0.1 0.8 -1.90
C -1.81872 -1.63883 3.28812 0.1 -1.6 0.1 0.08
C -0.84771 -3.71871 4.34449 -0.1 0.2 0.0 -0.92
C -0.39116 4.67091 0.71915 0.0 -0.1 -0.1 0.58
H 0.28518 4.73082 -0.14275 0.0 -0.1 0.1 0.27
B -1.11588 -3.56506 -0.79964 -0.6 -0.1 0.0 0.26
C -1.29624 2.49340 -1.03019 -0.3 0.4 -0.4 0.76
H -2.52441 -3.61533 -2.40889 0.0 -0.2 0.0 0.52
C -1.10214 -2.67126 -4.32413 -0.1 -0.3 0.2 -0.78
H 0.21732 1.16309 -4.00411 0.0 -0.2 0.0 0.20
C 3.30461 0.48111 1.86274 -0.2 -0.2 0.1 -1.32
O -1.33580 -2.05525 2.06860 0.0 -0.5 -0.5 0.06
C 2.86646 0.56121 -1.10110 0.0 -0.5 -0.3 0.82
H -2.97762 2.88559 0.26577 0.1 -0.1 -0.1 0.34
C -1.52978 -4.04073 -2.22753 0.7 0.0 0.0 -1.05
C -2.04755 -2.74438 4.27427 0.4 -0.5 0.0 -0.36
H 0.24370 1.65908 4.13993 -0.1 0.0 -0.1 0.48
H 1.90757 0.40105 3.53771 0.1 0.0 -0.1 0.58
H 1.73736 2.55685 1.85069 -0.1 -0.1 -0.1 0.52
H 2.75728 1.31552 -3.15438 -0.3 -0.1 -0.1 0.26
H -2.29374 -1.41465 0.37332 -0.2 0.0 0.0 -0.02
H 2.80248 -1.45642 1.01376 0.1 0.2 0.1 -0.34
Na 2.84642 -4.30845 -2.18638 0.0 0.1 0.1 0.74
H 3.11287 1.60111 -0.88569 -0.2 -0.1 0.1 0.59
H -0.81990 1.93829 -0.21491 0.0 0.1 -0.2 -0.50
H -0.69444 -4.05328 5.37099 -0.1 -0.1 -0.1 0.35
H -1.00470 -4.58569 3.70133 0.1 0.0 0.1 0.26
C 1.03987 1.74904 2.09165 0.1 -0.2 0.4 0.88
C -0.05752 5.82305 1.66533 0.1 -0.1 0.0 -1.69
H 1.90904 0.30552 -0.62965 0.0 0.4 0.0 -0.37
H 3.51844 -0.26019 -2.99131 -0.3 0.0 -0.1 0.89
H -2.93367 -3.29725 3.94259 0.0 0.1 0.1 0.26
C 1.41244 -1.27383 -3.82207 -0.4 -0.7 0.8 0.52
C 1.87085 0.49119 2.44914 -0.3 0.2 -0.2 -0.15
C -0.99967 0.32344 -2.38703 0.0 0.5 -0.5 1.44
H 0.06926 -3.22526 4.01574 0.0 -0.1 0.1 0.22
H 4.92185 0.05088 -0.55702 -0.1 0.0 -0.2 0.33
C -2.15135 -3.60920 0.37801 0.6 0.2 0.0 -0.47
O -2.00111 -0.50434 3.50371 -0.4 2.3 0.3 -0.50
S 2.67747 -2.36963 -3.93895 0.2 0.0 -0.4 -0.48
C 3.63129 -0.73815 0.96570 0.1 0.1 0.3 -0.21
H -2.48448 4.98268 1.05379 0.0 -0.1 -0.1 0.36
H 0.43534 1.53715 1.20255 0.3 0.1 0.1 -0.93
H 1.32188 -0.39030 2.09484 0.1 0.0 0.1 -0.06
H -1.91994 5.55627 -0.49453 0.0 -0.1 0.1 0.34
H 4.00978 0.50060 2.69693 0.0 0.1 -0.1 0.48
H -3.05347 3.71701 -1.26696 0.1 -0.1 0.1 0.34
H 3.94394 -1.31641 -1.07334 0.0 0.1 -0.1 0.20
H -1.70813 -5.12092 -2.09149 -0.1 0.1 0.1 0.44
C -0.60491 -3.83491 -3.44487 -0.4 -0.3 -0.2 0.38
H -1.73713 -4.29129 1.13360 -0.3 0.0 0.0 0.20
C -1.83844 4.71925 0.20949 0.2 0.2 0.0 -0.84
H -1.53276 -0.28047 -3.12121 0.0 -0.2 0.2 0.09
H -1.56176 -3.07757 -5.22903 0.1 0.1 0.0 0.46
N 1.39787 -0.27414 -2.93365 0.3 0.9 -2.2 0.72
H 0.06932 6.76596 1.12640 -0.1 -0.1 0.0 0.42
H -2.19814 2.04985 -2.96596 0.1 0.0 0.1 0.36
H -0.94847 2.16085 2.93457 0.0 -0.1 0.1 0.33
S 0.07652 -1.46735 -5.01102 0.0 0.2 -0.1 -0.12
H -0.83543 5.97186 2.41894 0.0 -0.1 0.0 0.37
```
Positions in Å, forces in eV/Å.

The value obtained for the orbital gap is 7.565 eV. The charge is +1. As for the calculated total energy: -2468.247382 hartree. Its lowest unoccupied orbital energy is -3.625 eV. The maximum force is 0.0468 Eh/bohr.

3.
Below is C25H49NO2P2RuS as an isolated structure in a non-equilibrium geometry, with properties calculated with ωB97M-V with the def2-TZVPD basis set.

```
81
Properties=species:S:1:pos:R:3:forces:R:3:mulliken_charge:R:1
H 5.43388 4.68750 3.70809 -0.1 -0.1 -0.2 0.45
H -1.76914 -1.60080 -2.95181 0.0 -0.1 -0.3 0.21
H 1.84600 -4.50168 1.88048 0.2 0.1 -0.1 0.47
H -4.37488 0.69725 1.84691 0.2 -0.2 -0.3 0.31
H -4.19472 0.42268 -1.78193 0.2 -0.2 -0.2 0.64
H -4.82441 -0.23199 0.40236 0.1 0.2 0.2 0.46
C -0.27218 4.16900 0.45209 0.1 0.1 0.1 -1.47
C -3.23043 0.79663 -1.43467 0.1 -0.2 -0.4 -0.02
H 2.69423 -3.40454 0.77288 0.0 -0.2 0.1 0.19
H 0.11806 -5.63069 -1.12239 0.2 0.0 0.2 0.35
C 3.33623 2.72882 1.06663 0.6 0.5 0.7 0.61
H 3.77723 -1.59415 -2.07472 0.0 -0.1 0.1 0.47
C -3.35699 1.31344 -0.01472 0.6 -0.5 0.2 -0.09
H 1.24649 -3.96197 -3.60952 0.4 0.1 0.1 0.37
H -0.21171 4.13305 1.54466 0.0 0.2 -0.4 0.19
C -2.69980 3.00781 2.71133 -0.2 0.3 -0.3 -1.68
P -1.58130 1.61764 0.52937 -1.9 2.1 0.8 1.20
H -3.54339 -1.77464 -0.78592 -0.1 0.1 -0.9 -0.01
C 3.05282 -1.98796 -1.34405 -0.7 0.0 0.1 -1.75
C -1.76701 1.84123 2.36412 0.4 -0.8 0.4 0.73
H 0.09553 1.02604 3.15196 -0.1 0.3 0.1 0.16
H -0.33309 -3.93972 0.76076 -0.5 0.5 -0.4 0.58
H -0.43802 -4.32421 -2.54168 -0.1 0.3 0.3 0.64
H -3.90937 2.25655 0.02864 0.2 0.0 -0.1 0.79
Ru -0.88738 -0.53315 -0.42787 -0.9 -0.7 0.6 -1.15
P 0.28826 -2.57688 -1.03581 -1.9 -0.3 -1.1 0.62
C -1.32812 -2.54237 -3.30499 -0.2 0.2 -0.1 -1.44
H -2.50678 -0.08734 -1.41695 -1.0 0.6 -0.6 -0.90
C 4.83620 4.13500 2.98463 -0.3 -0.4 0.5 -0.51
H 3.90262 2.83599 4.44097 0.1 0.0 -0.3 0.47
H -0.67560 2.24181 4.17383 0.0 -0.1 -0.3 0.52
C -0.93653 -3.43354 -2.13044 0.4 0.1 0.1 0.63
C 3.99942 3.07762 3.38259 0.2 0.5 0.1 -0.38
H -2.22245 3.97433 2.50393 -0.2 -0.2 0.1 0.35
H 1.52294 -1.59203 -2.79978 -0.8 0.2 0.3 0.42
H -3.01548 -3.96716 -1.80029 0.2 -0.1 0.2 0.41
H -2.37192 3.84881 0.25776 0.2 -0.6 0.0 0.76
H -2.06841 -3.06917 -3.92166 0.2 0.2 0.1 0.51
H -3.66280 2.97141 2.18596 0.2 0.0 0.2 0.38
C -1.41994 3.46997 -1.63730 -0.2 0.2 -0.1 -1.60
H 1.45828 -2.77662 1.88190 0.2 -0.2 -0.1 0.25
H 2.50992 -4.48463 -2.44210 0.1 0.2 -0.2 0.31
H -1.86719 -4.82251 -0.73201 -0.1 0.1 -0.2 0.33
H 0.80476 -6.04933 0.44188 0.1 0.0 0.1 0.48
C 2.11202 -3.63818 -3.01725 -1.0 0.2 0.5 -1.37
C 0.04127 0.32722 -1.78228 3.1 3.1 -4.9 0.63
C 4.90283 4.48284 1.64634 -0.8 -0.6 -1.7 -0.24
H 0.66459 3.78028 0.02973 -0.1 0.3 0.1 0.13
H -1.35233 4.53726 -1.89532 0.1 -0.4 -0.1 0.52
H -2.23581 0.89875 2.68753 0.0 0.2 -0.1 0.55
H -2.81124 1.47586 -2.18141 -0.2 -0.2 0.4 -0.11
H 0.19941 2.74904 2.72390 -0.1 -0.2 0.2 0.09
H 2.89195 -3.33004 -3.72845 0.1 0.0 0.1 0.45
H -3.34953 -1.62764 -1.50989 -0.6 -0.5 0.9 0.17
H -0.55698 2.92649 -2.04930 -0.3 0.4 0.0 0.31
H -2.27132 -3.13243 -0.42336 0.0 -0.4 -0.2 0.42
H -0.46608 -2.30017 -3.94219 -0.2 0.0 0.1 0.31
H 2.64010 1.51684 2.68908 0.3 0.3 0.1 0.37
C -0.45174 1.97074 3.13295 0.3 -0.1 0.2 -1.01
O 0.67811 0.86732 -2.60488 -2.2 -2.2 3.1 -0.32
C 0.63006 -3.92791 0.21557 2.3 -1.7 1.0 0.45
C 1.72672 -3.61804 1.23891 -0.8 0.4 0.0 -1.08
O 1.08807 -0.52079 1.86533 -3.0 -0.1 -3.9 -0.38
H 4.19236 4.02197 -0.26255 0.1 0.2 0.2 0.28
C -2.09013 -3.86705 -1.22353 -0.3 -0.3 0.4 -1.86
C 0.86146 -5.32483 -0.38035 -0.5 0.7 -0.4 -1.42
H -3.25126 -0.51409 1.15714 -0.2 0.0 0.1 0.32
S 2.54421 1.91672 -0.18152 0.0 0.1 0.0 -0.22
H -0.40940 5.22098 0.14637 0.2 -0.4 0.1 0.55
H -2.34671 3.10573 -2.08558 0.3 0.3 0.0 0.31
H 5.54626 5.25636 1.22675 -0.2 -0.1 0.3 0.47
H 1.86450 -5.41911 -0.80866 0.0 -0.1 0.2 0.39
C 3.27695 2.36451 2.43379 -0.2 0.0 -0.7 -0.29
C -3.98975 0.27026 0.90866 -0.3 -0.2 0.0 -1.57
C 0.30173 -0.54597 0.98541 3.6 -0.1 5.4 0.55
C 1.80869 -2.42454 -2.13083 3.0 -0.8 -0.3 0.63
H 3.53467 -2.83693 -0.83467 0.0 0.3 -0.3 0.43
H 2.84065 -1.18392 -0.61937 0.1 -0.2 -0.2 0.42
H -2.90484 2.97107 3.79033 0.0 -0.1 -0.3 0.53
C -1.44344 3.37254 -0.11358 0.7 0.2 -0.3 0.35
N 4.13009 3.81332 0.73407 0.7 -0.1 1.2 -0.06
```
Positions in Å, forces in eV/Å.

The value obtained for the orbital gap (spin up / spin down) is 8.055 / 3.625 eV. The charge is +4. As for the calculated total energy: -2361.292733 hartree. Its lowest unoccupied orbital energy (spin up / spin down) is -12.197 / -17.119 eV. Its multiplicity is 5. The maximum force is 0.1277 Eh/bohr. The calculation puts the energy above the lowest of the compared OMol25 structures with the same formula, charge and spin at 0.0 kcal/mol.

Quick rundown of molar mass, same order as above: 732.63; 620.51; 590.76 g mol⁻¹